DFT (ωB97M-V/def2-TZVPD) results for the molecule C5H7FN2 at a distorted geometry.

Values from the calculation:
Molecular weight (u): 114.1
Energy relative to the best compared isomer or geometry (same formula, charge and spin) (kJ/mol): 447.9
E_HOMO (Ha): -0.285

Each line ends with the Löwdin charge.
Geometry (Å):
1 C 2.285 -0.503 -0.280  -0.119
2 N 0.922 -0.066 -0.441  -0.293
3 C 0.171 0.693 0.507  -0.101
4 C -1.300 0.105 0.263  -0.181
5 C -2.316 0.703 0.714  -0.236
6 F -3.449 0.566 0.185  0.103
7 C -1.003 -0.871 -0.773  -0.103
8 N 0.261 -0.991 -1.136  0.058
9 H 2.500 -1.308 -1.164  0.108
10 H 2.443 -1.140 0.703  0.098
11 H 3.114 0.401 -0.587  0.127
12 H 0.153 1.777 0.410  0.107
13 H 0.211 0.631 1.674  0.147
14 H -2.225 1.658 1.199  0.133
15 H -1.768 -1.657 -1.272  0.152

DFT (ωB97M-V/def2-TZVPD) results for the molecule C5H11N.

Values from the calculation:
Molecular weight (u): 85.1
Energy relative to the best compared isomer or geometry (same formula, charge and spin) (kJ/mol): 135.2
E_HOMO (Ha): -0.327

Each line ends with the Löwdin charge.
Geometry (Å):
1 C 1.793 0.507 -0.699  -0.100
2 N 1.113 -0.370 0.228  -0.106
3 C 0.492 0.186 1.416  -0.090
4 C -0.336 -0.254 0.247  -0.512
5 C -1.060 0.826 -0.600  -0.049
6 C -1.112 -1.558 0.193  -0.042
7 H 2.059 -0.074 -1.587  0.085
8 H 1.132 1.316 -1.012  0.049
9 H 2.697 0.938 -0.262  0.084
10 H 0.520 1.264 1.589  0.111
11 H 0.648 -0.399 2.326  0.105
12 H -1.982 1.098 -0.082  0.081
13 H -1.324 0.410 -1.581  0.083
14 H -0.573 1.786 -0.819  0.065
15 H -2.114 -1.422 0.614  0.078
16 H -1.229 -1.850 -0.858  0.078
17 H -0.625 -2.390 0.712  0.081

DFT (ωB97M-V/def2-TZVPD) results for a structure of composition C7H16ClIN2O2PSSc at a distorted geometry.

Values from the calculation:
Net charge: +2
Molecular weight (u): 430.6
Energy relative to the best compared isomer or geometry (same formula, charge and spin) (kJ/mol): 92.1
E_HOMO (Ha): -0.527

Each line ends with the Löwdin charge.
Geometry (Å):
1 C 1.951 0.106 -0.447  -0.138
2 C 1.562 0.434 -1.921  -0.626
3 H 2.159 0.997 0.111  0.025
4 H 2.829 -0.562 -0.348  0.105
5 H 1.113 -0.361 0.125  -0.016
6 O 2.042 1.480 -2.398  0.003
7 I -0.897 1.516 -0.837  0.485
8 Sc -0.239 0.275 2.742  0.460
9 P 0.388 -0.655 -2.952  0.870
10 C -0.536 0.529 -3.984  -0.231
11 C 1.619 -1.528 -3.955  -0.179
12 H -0.024 -2.013 -1.059  0.044
13 H -0.522 -2.878 -2.478  0.065
14 H -1.578 -1.558 -1.822  0.051
15 C -0.550 -1.901 -2.014  -0.189
16 H 2.074 -2.355 -3.385  0.074
17 H 1.256 -1.989 -4.880  0.074
18 H -0.454 0.361 -5.059  0.072
19 H -0.111 1.517 -3.793  0.038
20 H 2.416 -0.830 -4.248  0.075
21 H -1.610 0.500 -3.773  0.050
22 C 0.769 2.369 1.731  -0.145
23 O 1.373 3.136 1.084  0.074
24 Cl -0.177 -1.953 2.781  0.144
25 N -1.812 0.535 6.204  0.175
26 C -1.496 0.969 4.989  -0.797
27 N -2.119 0.235 3.943  -0.015
28 S 0.016 1.664 4.696  0.819
29 H -2.791 0.460 6.484  0.162
30 H -1.203 0.953 6.924  0.149
31 H -2.559 0.899 3.232  0.161
32 H -2.891 -0.352 4.307  0.161